# 1
Entry from the Open Molecules 2025 dataset: C37H51BN10O2PW as an isolated structure (ωB97M-V/def2-TZVPD).

Computed properties:
2S+1: 3
ΔE to the lowest compared entry with this formula, charge and spin in kcal per mole: 57.9
HOMO level (spin up / spin down) in Ha: -0.5869 / -0.5940
Net charge: +3
Frontier orbital gap (spin up / spin down) in eV: 6.71 / 5.81

Last column: Löwdin spin population.
Cartesian coordinates (Å):
W  0.20757  0.59621  -0.01846  0.77
C  -0.39713  2.97329  -3.31032  0.00
C  0.72771  3.03554  -2.33927  0.00
C  1.82167  3.88907  -2.45853  0.01
C  2.62533  3.66523  -1.35469  0.00
C  3.91524  4.28584  -0.95585  0.00
N  2.02325  2.72796  -0.60498  0.02
N  0.85983  2.30627  -1.21281  0.01
B  1.97052  2.60806  0.94993  0.02
N  0.43600  2.36389  1.14592  0.11
N  -1.55624  1.11983  0.51997  0.57
C  -2.33488  1.99456  1.10953  0.05
C  -3.79835  1.69992  1.31783  0.01
C  -1.75443  3.14087  1.61442  0.19
C  -0.34625  3.32840  1.53957  0.02
C  0.18843  4.67420  1.94017  0.00
N  2.55830  1.30404  1.46530  0.02
N  1.74962  0.20817  1.29636  0.02
C  2.36444  -0.82633  1.93147  0.00
C  1.86904  -2.22476  2.04758  0.00
C  3.53511  -0.36450  2.49699  0.01
C  3.63422  0.98772  2.17598  0.00
C  4.69178  1.97365  2.52254  0.00
H  -0.96005  3.90748  -3.27278  0.00
H  -1.06008  2.15102  -3.09488  0.00
H  -0.01593  2.87379  -4.32736  0.00
H  1.99735  4.58922  -3.25850  0.00
H  4.29551  4.91597  -1.75564  0.00
H  4.65566  3.51634  -0.73663  0.00
H  3.79403  4.90282  -0.06377  0.00
H  2.47181  3.54721  1.47961  0.00
H  -4.06854  0.72829  0.91078  0.00
H  -4.40599  2.47586  0.85028  0.00
H  -4.02509  1.70327  2.38350  0.00
H  -2.36110  3.87574  2.12682  0.01
H  -0.62481  5.34616  2.20153  0.00
H  0.75632  5.11559  1.12130  0.00
H  0.85948  4.58762  2.79524  0.00
H  1.40435  -2.59462  1.13930  0.00
H  1.14935  -2.30789  2.86489  0.00
H  2.70981  -2.87545  2.27914  0.00
H  4.24072  -0.94436  3.06792  0.00
H  5.51930  1.47337  3.01894  0.00
H  4.30574  2.74205  3.19367  0.00
H  5.07052  2.47103  1.62971  0.00
C  0.54004  1.55545  4.42890  0.00
C  -0.67780  0.77273  4.04305  0.00
C  -1.81486  0.75652  4.85729  0.01
C  -2.88504  -0.04247  4.50915  0.00
C  -2.78980  -0.85475  3.38482  0.00
C  -1.62478  -0.78629  2.63521  0.00
N  -0.62744  0.04354  2.92991  0.02
C  -1.38322  -1.73833  1.51642  0.01
C  -1.89590  -3.01963  1.67803  0.00
C  -1.62163  -4.00184  0.75169  0.01
C  -0.87129  -3.67128  -0.35723  0.00
C  -0.41562  -2.36914  -0.51756  0.00
N  -0.62326  -1.43014  0.43090  0.00
C  0.34233  -1.98832  -1.73322  0.00
C  0.37799  -2.87717  -2.78887  0.00
C  1.09889  -2.56313  -3.93226  0.00
C  1.76822  -1.37150  -3.94998  0.00
C  1.69750  -0.48244  -2.86908  0.00
C  2.50381  0.76143  -3.04529  0.00
N  0.95951  -0.77072  -1.77663  0.01
H  0.28571  2.41473  5.04775  0.00
H  1.09343  1.88249  3.55187  0.00
H  1.20443  0.91695  5.01623  0.00
H  -1.84240  1.35854  5.75574  0.00
H  -3.78134  -0.05577  5.11552  0.00
H  -3.60983  -1.50340  3.10977  0.00
H  -2.45800  -3.25104  2.56964  0.00
H  -1.97126  -5.01529  0.89709  0.00
H  -0.62664  -4.43860  -1.07145  0.00
H  -0.15225  -3.81318  -2.74992  0.00
H  1.13773  -3.24768  -4.76909  0.00
H  2.36798  -1.08202  -4.80160  0.00
H  3.41696  0.49299  -3.57496  0.00
H  2.78219  1.22465  -2.11235  0.00
H  1.96921  1.45927  -3.68850  0.00
C  6.13900  -0.36568  -0.99464  0.00
C  4.76863  -0.97410  -0.85802  0.00
N  4.72336  -2.32324  -0.90377  0.00
O  3.75383  -0.29706  -0.71048  0.00
H  6.56177  -0.59451  -1.97392  0.00
H  6.81927  -0.76800  -0.24336  0.00
H  6.06698  0.71163  -0.87974  0.00
H  5.55056  -2.87637  -1.04965  0.00
H  3.83488  -2.79060  -0.85211  0.00
C  -3.38452  -1.30590  -1.66615  0.00
P  -2.58437  0.13789  -2.36589  0.01
C  -2.31438  -0.18811  -4.10637  0.00
C  -3.75204  1.49435  -2.24504  0.00
O  -1.24429  0.43523  -1.69155  0.08
H  -4.42502  -1.35005  -1.99163  0.00
H  -3.35588  -1.24704  -0.57678  0.00
H  -2.88087  -2.21469  -1.99522  0.00
H  -3.18993  -0.68297  -4.53007  0.00
H  -1.44585  -0.83841  -4.21916  0.00
H  -2.14227  0.73963  -4.65141  0.00
H  -4.47269  1.42722  -3.06168  0.00
H  -3.23090  2.44886  -2.31366  0.00
H  -4.29704  1.44820  -1.30427  0.00

Forces on atoms 1 to 2 (eV/Å):
W -2.75 0.73 -0.92
C -0.01 -0.04 -0.01

---

# 2
Entry from the Open Molecules 2025 dataset: C43H38NO3P2SSiTc as an isolated structure (ωB97M-V/def2-TZVPD).

Computed properties:
2S+1: 3
ΔE to the lowest compared entry with this formula, charge and spin in kcal per mole: 4.6
HOMO level (spin up / spin down) in Ha: -0.2725 / -0.2689
Net charge: 0
Frontier orbital gap (spin up / spin down) in eV: 8.02 / 6.68

Last column: Löwdin spin population.
Cartesian coordinates (Å):
Tc  0.28697  0.18673  -0.99031  1.86
C  4.06614  0.46937  -0.40102  0.00
Si  2.38994  0.06462  0.30210  0.02
C  2.28063  1.35658  1.69326  0.00
C  3.36575  1.62438  2.54710  0.00
C  3.31329  2.63557  3.48968  0.00
C  2.17020  3.42566  3.60660  0.00
C  1.08429  3.17617  2.79123  0.00
C  1.14294  2.14995  1.84052  0.00
P  -0.34563  1.66802  0.91239  0.01
C  -1.44467  1.31936  2.37401  0.00
C  -0.88432  0.63721  3.45999  0.00
C  -1.62150  0.37050  4.60292  0.00
C  -2.94990  0.77033  4.68451  0.00
C  -3.52238  1.44054  3.61663  0.00
C  -2.77474  1.71743  2.47504  0.00
C  -1.02295  3.22327  0.21907  0.00
C  -2.29642  3.22530  -0.35576  0.00
C  -2.78829  4.36085  -0.98569  0.00
C  -2.00007  5.50123  -1.08184  0.00
C  -0.71731  5.49464  -0.55342  0.00
C  -0.23285  4.36382  0.09339  0.00
C  2.47927  -1.69025  0.99052  0.00
C  3.55352  -2.10817  1.78831  0.00
C  3.65845  -3.41695  2.22674  0.00
C  2.68387  -4.35042  1.88284  0.00
C  1.60661  -3.96342  1.10585  0.00
C  1.50982  -2.64464  0.65064  0.01
P  0.03125  -2.08194  -0.25968  0.02
C  -1.31544  -2.63669  0.87497  0.00
C  -1.32472  -2.09542  2.15978  0.00
C  -2.27450  -2.47832  3.09209  0.00
C  -3.23600  -3.42266  2.75202  0.00
C  -3.23264  -3.97538  1.48207  0.00
C  -2.27837  -3.58741  0.54668  0.00
C  -0.22532  -3.16528  -1.70564  0.00
C  -1.28036  -2.83261  -2.55857  0.00
C  -1.54073  -3.59647  -3.68698  0.00
C  -0.73274  -4.68800  -3.98585  0.00
C  0.34238  -4.99579  -3.16612  0.00
C  0.59981  -4.23247  -2.03347  0.00
H  4.77554  0.59816  0.42500  0.00
H  4.02658  1.40995  -0.96381  0.00
H  4.41951  -0.31743  -1.05904  0.00
H  4.27145  1.03104  2.47297  0.00
H  4.16526  2.81728  4.13465  0.00
H  2.12723  4.22055  4.34177  0.00
H  0.17720  3.75954  2.90811  0.00
H  0.15691  0.33654  3.42891  0.00
H  -1.15264  -0.14185  5.43599  0.00
H  -3.52978  0.56614  5.57669  0.00
H  -4.55429  1.76724  3.66954  0.00
H  -3.24534  2.26918  1.67748  0.00
H  -2.89233  2.32224  -0.36234  0.00
H  -3.78124  4.34643  -1.41921  0.00
H  -2.37948  6.38556  -1.57952  0.00
H  -0.08260  6.36756  -0.65015  0.00
H  0.78147  4.36584  0.46985  0.00
H  4.32753  -1.39746  2.06643  0.00
H  4.49806  -3.71526  2.84325  0.00
H  2.76270  -5.37447  2.22938  0.00
H  0.82867  -4.68195  0.86976  0.00
H  -0.56424  -1.37623  2.43506  0.00
H  -2.26701  -2.03877  4.08213  0.00
H  -3.98102  -3.72842  3.47709  0.00
H  -3.97320  -4.71732  1.21032  0.00
H  -2.29440  -4.03871  -0.43289  0.00
H  -1.89638  -1.96255  -2.34955  0.00
H  -2.36656  -3.33386  -4.33716  0.00
H  -0.93173  -5.28564  -4.86784  0.00
H  0.99417  -5.82456  -3.41310  0.00
H  1.46067  -4.45907  -1.41916  0.00
O  -1.63200  0.81657  -2.18663  0.03
C  -0.93202  1.73453  -2.69599  0.02
C  -1.26943  2.64083  -3.84446  0.00
C  -0.01670  3.52059  -3.94092  0.00
C  0.92191  2.99642  -2.85544  0.00
O  2.02112  3.42072  -2.60468  0.00
N  0.28133  1.95956  -2.19086  0.00
H  -2.18335  3.19002  -3.61975  0.00
H  -1.45467  2.03185  -4.72944  0.00
H  -0.21279  4.57360  -3.74319  0.00
H  0.49492  3.45173  -4.89981  0.00
S  2.67732  -1.54822  -2.80328  0.02
C  1.27674  -0.70961  -2.65297  -0.01
C  0.75453  -1.12641  -4.99289  0.00
O  0.42903  -0.58414  -3.70259  0.01
H  0.35694  -2.14007  -5.06337  0.00
H  1.82661  -1.13860  -5.16137  0.00
H  0.25648  -0.47833  -5.70954  0.00

Forces on atoms 1 to 2 (eV/Å):
Tc 0.00 -0.14 -0.47
C 0.23 0.19 -0.15

---

# 3
Entry from the Open Molecules 2025 dataset: a 3-piece molecular cluster, C2H8S2 overall (ωB97M-V/def2-TZVPD).

Computed properties:
ΔE to the lowest compared entry with this formula, charge and spin in kcal per mole: 134.9
HOMO level in Ha: -0.3408
Net charge: 0
Frontier orbital gap in eV: 5.49

Last column: natural (NBO) charge in e.
Cartesian coordinates (Å):
C  -0.00143  -0.09572  -4.07884  -0.87
H  0.61907  0.62965  -4.60911  0.22
H  -0.12652  -0.93457  -4.77194  0.21
H  0.24230  -0.47525  -3.10454  0.22
H  -1.02064  0.12696  -3.78114  0.22
C  0.87178  0.89857  3.90877  -0.58
S  -0.83074  0.52040  2.54476  -0.09
S  -2.09403  -2.10381  1.10186  -0.16
H  0.68028  1.68137  4.63737  0.23
H  1.16815  -0.16846  3.93046  0.25
H  1.30068  1.55061  3.14065  0.21
H  -0.80889  -1.62974  1.08169  0.14

Forces on atoms 1 to 2 (eV/Å):
C -1.14 -1.20 -0.45
H -0.30 0.26 0.86

---

- What is the ΔE to the lowest compared entry with this formula, charge and spin in the first record?
  57.9 kcal per mole

---

- ΔE to the lowest compared entry with this formula, charge and spin of number 2 (C43H38NO3P2SSiTc)?
  4.6 kcal per mole

---

- Which formula does entry 2 have?
  C43H38NO3P2SSiTc

---

- Which of these has the highest net charge?
  C37H51BN10O2PW